This record from OMol25 describes a 13-piece molecular cluster, C52H143N13O13 overall at a distorted geometry. The level of theory is ωB97M-V/def2-TZVPD.

The geometry in XYZ format:
```
221
Properties=species:S:1:pos:R:3:forces:R:3:lowdin_charge:R:1
C -3.16160 -0.08750 -3.16332 0.39 -0.37 0.65 -0.055
C -2.38296 1.05688 -3.75839 -0.36 -0.01 -1.32 -0.432
C -1.91960 0.70524 -5.20086 0.34 0.98 0.75 -0.206
O -1.02067 -0.35898 -5.27138 -0.11 -1.20 -0.37 -0.190
C 0.25371 -0.12875 -4.73738 0.41 0.24 0.00 -0.100
N -3.22110 2.26581 -3.79798 1.57 -0.13 0.53 0.055
H -4.02978 -0.40264 -3.75732 0.17 0.23 0.00 0.090
H -3.48062 0.16528 -2.14003 0.00 -0.14 -0.28 0.077
H -2.46028 -0.92843 -3.10526 -0.35 -0.09 0.09 0.075
H -1.46668 1.19334 -3.17680 -0.20 0.35 0.21 0.101
H -1.41789 1.60828 -5.58183 -0.07 0.12 -0.20 0.112
H -2.77603 0.49780 -5.84477 0.02 -0.20 0.07 0.132
H 0.71903 0.75054 -5.20736 0.01 -0.07 0.04 0.091
H 0.91076 -0.99731 -4.87517 -0.44 0.09 -0.35 0.090
H 0.21788 0.02691 -3.66868 -0.02 0.22 0.51 0.069
H -2.89293 2.95712 -4.48379 -0.81 -0.50 0.29 0.087
H -4.17852 1.97480 -3.80540 -0.47 0.50 -0.63 0.060
C 7.57295 -1.25469 1.17876 -0.09 0.92 -0.68 -0.051
C 6.32351 -0.36834 1.06065 -0.38 -1.21 -0.24 -0.429
C 5.07027 -1.22104 0.73062 0.12 0.88 -0.64 -0.222
O 5.14929 -1.94585 -0.47656 -0.21 -0.29 -0.50 -0.204
C 5.13664 -1.14776 -1.65651 0.62 0.00 0.46 -0.094
N 6.00175 0.26786 2.32923 0.41 0.49 0.67 0.045
H 7.54424 -1.86750 2.07097 -0.13 -0.31 0.13 0.076
H 8.44002 -0.59751 1.23984 0.19 -0.07 0.11 0.077
H 7.69043 -1.86359 0.28138 -0.05 -0.18 0.16 0.078
H 6.47465 0.34967 0.24026 -0.09 0.01 0.38 0.133
H 4.23056 -0.50585 0.67468 -0.03 -0.19 0.12 0.101
H 4.85789 -1.93947 1.52296 0.20 0.00 0.02 0.115
H 4.92395 -1.76646 -2.52728 -0.02 -0.22 0.21 0.085
H 6.12774 -0.69303 -1.79700 -0.19 0.06 -0.13 0.085
H 4.39105 -0.35480 -1.60507 -0.19 0.14 0.12 0.084
H 6.15226 1.27558 2.35498 0.02 -0.35 -0.18 0.071
H 6.60856 -0.14690 3.03645 -0.30 0.34 -0.01 0.072
C 0.79716 -7.73760 -1.09544 -0.35 -1.20 -0.17 -0.076
C 1.07583 -7.68158 0.37903 -0.22 0.75 0.78 -0.452
C -0.00710 -6.88888 1.14289 1.03 -0.88 -0.40 -0.227
O 0.08685 -5.57845 0.71943 0.20 1.75 -0.39 -0.217
C -0.82433 -4.69099 1.35151 -0.69 -0.87 -0.23 -0.090
N 1.03291 -9.04128 0.90426 0.51 -0.40 -0.41 0.032
H -0.08407 -8.37385 -1.23202 -0.12 0.26 -0.24 0.094
H 1.61672 -8.27401 -1.58069 0.10 0.11 -0.15 0.075
H 0.65742 -6.79260 -1.59087 -0.11 0.34 0.05 0.036
H 2.04830 -7.16605 0.45787 -0.10 -0.08 0.57 0.137
H 0.17934 -6.97045 2.22676 -0.22 -0.04 -0.08 0.129
H -0.95738 -7.35721 0.87069 -0.29 0.10 0.24 0.131
H -0.75889 -3.66418 0.97311 0.46 -0.34 0.01 0.067
H -0.66165 -4.73052 2.43916 -0.25 0.19 -0.11 0.090
H -1.83621 -5.05043 1.08252 0.08 0.24 0.53 0.100
H 1.54393 -9.60737 0.23118 -0.11 -0.30 0.37 0.069
H 1.46301 -9.18040 1.81830 -0.05 0.35 -0.31 0.077
C 3.29016 2.51274 4.70547 0.26 -1.31 -0.13 -0.055
C 2.43898 1.28603 4.41567 1.65 -1.17 0.24 -0.469
C 2.99614 0.08332 5.29077 -0.19 0.32 -0.85 -0.155
O 2.43920 -1.17940 4.87985 -0.20 0.05 0.19 -0.228
C 3.18367 -1.91217 3.90008 1.01 0.57 0.96 -0.102
N 1.06089 1.54828 4.56150 -0.32 0.41 -0.81 0.065
H 2.97795 3.34906 4.06686 0.22 -0.01 0.53 0.064
H 4.26506 2.10948 4.41456 0.35 0.90 0.03 0.068
H 3.31941 2.67537 5.79277 -0.14 0.59 -0.34 0.088
H 2.69677 0.98997 3.37520 -0.52 0.09 0.24 0.125
H 2.77336 0.26623 6.36372 -0.11 -0.34 -0.57 0.132
H 4.08777 0.03515 5.16630 -0.10 0.04 0.08 0.108
H 2.76990 -2.90633 3.76318 -0.39 0.02 0.23 0.088
H 4.23703 -2.03786 4.25959 -0.63 0.12 -0.35 0.100
H 3.19501 -1.40222 2.94423 0.09 0.20 -0.22 0.040
H 0.84002 2.07295 5.38918 -0.40 -0.32 0.24 0.087
H 0.49415 0.75534 4.32082 -0.59 -0.13 0.51 0.055
C -0.74163 6.61285 -2.31303 -0.35 0.90 0.24 -0.053
C -0.82830 5.23755 -2.83164 -0.19 -2.71 0.00 -0.444
C 0.03756 4.83897 -4.03928 0.02 0.31 0.25 -0.211
O -0.65014 5.35702 -5.13899 -0.14 0.66 -0.89 -0.206
C 0.03587 5.22294 -6.35781 0.31 -0.88 -0.13 -0.116
N -0.48366 4.33396 -1.73376 0.72 0.68 0.71 0.058
H -1.50894 6.76200 -1.54248 0.08 -0.13 -0.05 0.080
H -1.01964 7.27262 -3.12589 0.53 0.63 -0.03 0.085
H 0.22413 6.79965 -1.81624 -0.15 0.21 -0.57 0.087
H -1.85821 5.00089 -3.17054 0.24 0.44 0.06 0.130
H 0.06704 3.74180 -4.15346 0.06 0.02 0.36 0.114
H 1.10192 5.18815 -3.98902 -0.68 0.03 0.08 0.139
H 1.00325 5.73260 -6.32548 -0.08 0.39 -0.11 0.082
H -0.59871 5.59639 -7.18430 0.40 -0.22 0.55 0.097
H 0.31404 4.15052 -6.51636 -0.43 0.47 -0.17 0.088
H -0.75364 4.76787 -0.85521 -0.04 -0.04 0.02 0.032
H -0.96424 3.46317 -1.74543 -0.43 -0.83 -0.32 0.044
C -1.10319 -1.62735 6.06192 -0.18 -0.46 -1.42 -0.034
C -1.26658 -2.32434 4.67305 -0.92 -0.37 0.82 -0.415
C -2.71737 -2.17844 4.12695 0.86 -1.81 -0.44 -0.194
O -3.54987 -3.06978 4.85184 1.06 0.21 0.83 -0.201
C -4.90660 -3.05717 4.55557 -0.22 0.80 -0.88 -0.116
N -0.41434 -1.71569 3.70158 -0.56 0.51 -0.68 0.078
H -1.79806 -2.11781 6.74304 -0.09 0.43 0.12 0.077
H -1.30911 -0.57840 5.85600 -0.34 0.23 0.49 0.060
H -0.09631 -1.67522 6.47544 0.11 -0.27 -0.20 0.068
H -1.14905 -3.41303 4.83676 0.32 0.20 -0.22 0.132
H -2.68044 -2.58898 3.06312 -0.14 0.96 0.79 0.137
H -2.99793 -1.12735 4.17425 -0.42 0.01 -0.05 0.092
H -5.05556 -3.40291 3.50284 -0.23 0.39 0.53 0.098
H -5.29613 -2.02676 4.71619 -0.16 -0.56 -0.35 0.085
H -5.40758 -3.74376 5.22721 -0.04 -0.12 0.11 0.082
H 0.46899 -1.42721 4.02485 1.22 0.03 0.64 0.017
H -0.35043 -2.11654 2.77760 -0.19 -0.28 0.07 0.057
C -0.61708 -4.40788 -2.98353 -0.35 1.32 0.21 -0.062
C -0.89795 -5.07464 -4.28590 0.43 -1.72 0.94 -0.419
C -0.58875 -4.20021 -5.47949 -0.14 0.53 0.20 -0.225
O -0.81021 -4.95932 -6.63044 0.07 -0.80 -0.80 -0.194
C -0.64713 -4.18960 -7.80227 -0.33 0.40 0.56 -0.099
N -0.14742 -6.35148 -4.21332 -0.41 0.06 -0.82 0.061
H -1.15721 -3.47199 -2.96700 -0.29 0.49 0.30 0.072
H 0.41993 -4.13063 -2.94773 0.73 0.05 0.15 0.055
H -0.86209 -4.96022 -2.07938 -0.09 -0.31 -0.23 0.081
H -1.94658 -5.38369 -4.29283 -0.09 0.22 -0.35 0.143
H 0.45933 -3.82109 -5.43737 -0.35 -0.19 0.00 0.137
H -1.27416 -3.32456 -5.50828 0.35 -0.16 0.24 0.128
H -0.96794 -4.70543 -8.70813 0.09 -0.32 0.34 0.091
H 0.38140 -3.85689 -7.88597 0.40 0.04 -0.24 0.083
H -1.26721 -3.30676 -7.66701 -0.14 0.41 -0.37 0.080
H -0.20526 -6.78426 -5.13113 0.29 -0.15 0.14 0.064
H 0.83258 -6.21933 -3.96929 -0.14 0.24 -0.26 0.047
C -2.33294 6.73437 2.52950 1.20 -0.74 0.91 -0.036
C -1.13558 5.80902 2.27641 0.59 1.20 -0.72 -0.465
C -0.48112 5.22715 3.50030 -0.16 -0.97 0.26 -0.234
O 0.13411 6.25868 4.22069 0.24 0.66 0.96 -0.191
C 0.67683 5.90607 5.49961 -1.08 -0.60 -0.66 -0.080
N -1.57267 4.85971 1.30525 0.22 -0.94 -1.20 0.046
H -1.98001 7.56878 3.13795 -0.46 0.08 -0.02 0.077
H -3.05946 6.11317 3.07709 -0.15 0.51 -0.16 0.086
H -2.70493 7.04115 1.56372 -0.29 0.25 -0.07 0.067
H -0.29911 6.37596 1.82352 -0.44 0.19 -0.13 0.132
H 0.28925 4.50311 3.20441 -0.03 -0.16 -0.20 0.104
H -1.25111 4.64113 4.03697 0.21 0.29 0.50 0.132
H 0.91259 6.80314 6.06380 0.05 0.13 -0.22 0.085
H 1.54994 5.25872 5.41583 0.26 0.03 -0.17 0.068
H -0.08831 5.33595 6.04243 0.09 0.09 0.18 0.085
H -2.38579 4.32913 1.57672 -0.26 -0.06 0.43 0.042
H -0.87156 4.16335 1.06768 0.13 -0.13 0.33 0.044
C -4.67637 0.06606 2.12819 0.11 0.86 0.82 -0.036
C -4.46863 1.44446 2.80316 0.31 1.32 0.06 -0.406
C -4.09163 1.55590 4.31755 0.35 -1.18 -0.48 -0.194
O -5.07470 0.83869 5.03944 -0.35 -0.03 -0.14 -0.206
C -4.90891 0.58662 6.41040 0.71 0.10 0.31 -0.115
N -3.45540 2.25332 2.14888 0.38 0.49 -0.25 0.034
H -5.59215 -0.31904 2.56878 0.03 -0.67 -0.15 0.071
H -3.80961 -0.58953 2.28600 -0.38 0.09 0.05 0.054
H -4.79372 0.20069 1.04366 -0.10 0.09 0.32 0.065
H -5.37779 2.07144 2.69512 0.05 -0.67 0.09 0.141
H -4.00422 2.62668 4.58381 -0.36 -0.39 -0.04 0.122
H -3.06372 1.11946 4.47939 -0.70 0.15 -0.07 0.118
H -3.98202 0.02905 6.62531 0.04 0.24 -0.16 0.080
H -5.71238 -0.06244 6.74391 -0.29 0.06 -0.15 0.083
H -4.92096 1.49926 7.03031 0.03 -0.11 -0.26 0.090
H -2.55988 1.77710 2.07484 -0.15 0.09 -0.22 0.055
H -3.76638 2.59804 1.24209 0.35 -0.31 -0.05 0.041
C 4.17264 3.13885 0.78494 -0.61 0.58 -0.30 -0.037
C 2.91774 3.86341 0.30649 -0.12 -1.63 -0.13 -0.480
C 3.06619 5.29324 -0.08340 0.26 1.68 1.51 -0.161
O 3.77334 6.04267 0.94826 -0.17 -0.22 -0.99 -0.198
C 3.08338 6.25776 2.15278 -0.18 -0.11 0.60 -0.118
N 2.31610 3.12386 -0.78818 -0.32 -0.21 -0.74 0.044
H 4.61446 3.72851 1.57528 0.37 0.01 0.25 0.071
H 4.83064 3.12056 -0.07602 0.57 -0.35 -0.01 0.081
H 3.92242 2.13271 1.14815 0.14 0.21 -0.23 0.065
H 2.18220 3.73133 1.09061 -0.21 0.69 0.54 0.101
H 2.05468 5.70283 -0.22339 0.02 0.11 0.09 0.114
H 3.59086 5.50386 -1.02214 0.25 -0.47 0.23 0.134
H 2.79685 5.31615 2.68159 0.05 0.43 -0.44 0.069
H 2.17405 6.88015 2.02195 0.36 -0.29 0.04 0.090
H 3.79300 6.77468 2.82249 -0.39 -0.07 -0.32 0.097
H 1.56347 3.69270 -1.18273 -0.32 -0.33 0.03 0.034
H 2.97016 3.00864 -1.55279 0.29 -0.07 -0.02 0.073
C -5.55614 5.23141 -1.92022 -0.20 -1.26 -0.50 -0.041
C -5.24823 4.06219 -0.96321 0.58 0.52 -0.02 -0.429
C -6.09023 2.78556 -1.04798 0.23 0.77 -0.44 -0.186
O -7.41001 3.26274 -0.99721 0.11 0.33 0.06 -0.184
C -8.46686 2.36732 -0.98978 -0.56 -0.83 -0.68 -0.124
N -3.84805 3.75681 -1.01531 1.06 -1.39 0.44 0.044
H -5.36816 4.93707 -2.97632 -0.10 0.12 0.55 0.085
H -4.84099 5.99241 -1.65275 0.09 0.50 -0.04 0.063
H -6.56961 5.59107 -1.83013 -0.29 0.20 0.02 0.064
H -5.40764 4.42110 0.03977 -0.35 0.37 0.56 0.129
H -5.84174 2.09160 -0.24018 -0.10 0.14 0.34 0.109
H -5.84587 2.24276 -1.96304 -0.30 -0.09 -0.49 0.114
H -8.57296 1.80640 -1.94319 0.21 0.25 0.22 0.092
H -9.38043 2.95049 -0.86990 0.06 -0.04 0.12 0.089
H -8.41238 1.61131 -0.20281 0.15 0.07 0.27 0.084
H -3.18591 4.46403 -0.73912 -0.28 0.38 0.21 0.044
H -3.50706 3.30984 -1.85329 -0.24 -0.04 -0.39 0.023
C 2.93261 -6.91732 -6.02026 0.14 1.35 -0.17 -0.056
C 4.14344 -6.65420 -5.13114 0.20 -1.96 -0.56 -0.431
C 3.86474 -6.46584 -3.67691 -0.50 0.45 0.62 -0.238
O 3.30868 -5.19606 -3.53599 -1.40 1.46 -0.19 -0.205
C 3.05169 -4.70469 -2.22139 0.61 -0.46 -0.52 -0.082
N 4.92145 -7.90634 -5.21938 0.55 -0.02 0.25 0.022
H 2.28717 -6.02601 -6.11138 0.09 -0.47 0.19 0.074
H 2.38933 -7.76268 -5.61585 -0.25 -0.14 -0.04 0.081
H 3.29245 -7.14358 -7.03466 -0.18 -0.07 0.24 0.079
H 4.71059 -5.78615 -5.40479 0.26 0.59 -0.73 0.130
H 4.79587 -6.43059 -3.13168 0.65 -0.61 0.35 0.122
H 3.21663 -7.26111 -3.29539 -0.02 -0.06 0.14 0.123
H 2.55944 -3.72232 -2.27993 0.33 -0.37 -0.20 0.075
H 4.01571 -4.62119 -1.70617 -0.17 0.16 0.29 0.093
H 2.39810 -5.38670 -1.68592 -0.14 -0.12 0.28 0.067
H 5.88692 -7.77966 -4.92026 -0.29 -0.17 -0.26 0.073
H 4.87786 -8.38296 -6.11975 0.12 0.50 0.33 0.068
C -0.84130 0.75128 -0.30241 -0.97 -0.15 0.43 -0.057
C -0.18556 0.64878 1.05112 1.13 -0.59 1.15 -0.400
C 0.94725 -0.42576 1.08094 -1.24 0.45 -0.92 -0.172
O 0.50068 -1.63727 0.41222 0.60 1.23 1.09 -0.194
C 1.59166 -2.52041 0.30166 -0.45 -0.92 -0.63 -0.102
N 0.30798 1.98809 1.47603 0.06 -0.56 -0.30 0.080
H -1.20774 -0.22503 -0.59561 0.07 -0.28 -0.22 0.072
H -0.23092 1.16171 -1.10388 0.30 0.14 0.17 0.068
H -1.73693 1.35685 -0.14776 0.03 0.32 -0.36 0.064
H -0.85747 0.24064 1.80326 -0.70 0.38 -0.02 0.109
H 1.25670 -0.63865 2.10670 0.00 -0.04 0.01 0.086
H 1.76684 0.03125 0.54668 0.75 -0.14 -0.41 0.108
H 2.11588 -2.67511 1.24358 -0.02 -0.02 0.26 0.082
H 2.31713 -2.17266 -0.43264 0.16 0.16 -0.12 0.078
H 1.16832 -3.48126 -0.03622 0.41 0.27 0.13 0.077
H 1.14500 2.09550 0.92274 0.26 0.52 -0.38 0.015
H 0.60109 2.11004 2.45223 -0.43 -0.65 -0.16 0.040
```
Positions in Å, forces in eV/Å.

Values from the calculation:
ΔE to the lowest compared entry with this formula, charge and spin, kcal per mole: 18.9
DFT total energy, a.u.: -3756.7101
Net charge: 0
M, g mol⁻¹: 1158.8
E_HOMO, eV: -8.562